1.
Density functional theory data (the ωB97M-V functional and the def2-TZVPD basis) for C48H36N4OPtS as an isolated structure.

Atoms and positions in Å:
Pt 0.284 0.534 0.496
C -6.524 -1.556 3.434
C -6.345 -1.481 2.060
C -5.119 -1.097 1.537
C -4.059 -0.781 2.382
C -4.246 -0.859 3.759
C -5.472 -1.243 4.283
C -2.737 -0.375 1.819
C -2.650 0.861 1.197
C -3.749 1.785 1.065
C -3.289 2.849 0.380
C -1.900 2.598 0.090
C -1.073 3.482 -0.586
C -1.679 4.747 -1.098
C -2.473 4.739 -2.239
C -3.031 5.919 -2.713
C -2.804 7.115 -2.047
C -2.013 7.128 -0.906
C -1.457 5.950 -0.432
C 0.278 3.272 -0.814
N 0.993 2.166 -0.454
C 2.281 2.375 -0.862
C 3.336 1.485 -0.729
C 4.674 1.914 -1.240
C 5.654 2.373 -0.367
C 6.896 2.764 -0.848
C 7.169 2.701 -2.207
C 6.195 2.245 -3.084
C 4.953 1.856 -2.603
C 3.229 0.214 -0.187
C 4.307 -0.741 -0.133
C 3.814 -1.865 0.426
C 2.427 -1.618 0.723
N 2.099 -0.345 0.341
C 1.577 -2.526 1.335
C 0.260 -2.262 1.686
C -0.613 -3.208 2.331
C -1.811 -2.605 2.481
C -1.693 -1.285 1.919
N -0.423 -1.102 1.448
C 2.115 -3.884 1.640
C 2.434 -4.241 2.947
C 2.932 -5.504 3.231
C 3.113 -6.427 2.210
C 2.797 -6.080 0.904
C 2.301 -4.815 0.622
C 2.380 3.666 -1.495
C 1.149 4.212 -1.476
N -1.536 1.391 0.612
H -7.481 -1.855 3.841
H -7.162 -1.725 1.393
H -4.976 -1.036 0.464
H -3.423 -0.611 4.418
H -5.607 -1.295 5.356
H -4.739 1.623 1.457
H -3.823 3.740 0.094
H -2.647 3.803 -2.756
H -3.643 5.902 -3.605
H -3.241 8.033 -2.416
H -1.834 8.058 -0.381
H -0.843 5.955 0.460
H 5.439 2.423 0.693
H 7.651 3.120 -0.159
H 8.137 3.006 -2.581
H 6.401 2.194 -4.146
H 4.189 1.500 -3.283
H 5.308 -0.554 -0.487
H 4.332 -2.787 0.634
H -0.334 -4.207 2.621
H -2.708 -3.014 2.914
H 2.293 -3.518 3.741
H 3.181 -5.768 4.251
H 3.501 -7.413 2.431
H 2.935 -6.795 0.104
H 2.054 -4.541 -0.398
H 3.286 4.082 -1.904
H 0.840 5.166 -1.869
O -1.964 -0.248 -2.271
S -1.271 -1.248 -3.135
C -0.158 -2.188 -2.051
C -1.059 -3.129 -1.265
C -1.944 -3.786 -2.319
C -2.418 -2.674 -3.261
H 0.388 -1.455 -1.455
H 0.535 -2.737 -2.696
H -1.660 -2.542 -0.566
H -0.490 -3.857 -0.685
H -2.785 -4.321 -1.878
H -1.353 -4.515 -2.881
H -3.370 -2.239 -2.959
H -2.486 -2.985 -4.302

Values from the calculation:
HOMO level   -7.01 eV
ΔE to the lowest compared entry with this formula, charge and spin   0.000 eV



2.
Density functional theory data (the ωB97M-V functional and the def2-TZVPD basis) for a 10-piece molecular cluster, C48H40BF4O30 overall in a non-equilibrium geometry.

Atoms and positions in Å:
B -0.007 0.116 -0.065
F -1.270 -0.046 -0.629
F 0.117 -0.716 1.048
F 0.967 -0.085 -1.072
F -0.064 1.420 0.370
C 2.245 2.884 -6.648
C 3.323 3.955 -6.713
C 4.098 4.540 -5.588
O 5.044 5.327 -5.779
C 3.709 4.060 -4.329
C 2.726 2.862 -4.089
C 1.932 2.344 -5.295
O 1.087 1.529 -5.180
O 2.302 2.279 -2.892
O 3.650 4.574 -7.950
H 1.909 2.395 -7.635
H 4.166 4.371 -3.282
H 1.754 1.508 -2.909
H 4.540 4.990 -7.721
C 1.353 -5.593 1.594
C 1.182 -4.191 2.036
C 0.224 -3.895 3.127
O 0.005 -2.781 3.545
C -0.494 -5.053 3.676
C -0.229 -6.444 3.321
C 0.657 -6.755 2.181
O 0.689 -7.912 1.655
O -0.866 -7.473 3.974
O 1.641 -3.084 1.258
H 2.143 -5.893 0.901
H -1.111 -4.952 4.591
H -1.575 -7.160 4.522
H 1.077 -2.325 1.563
C -1.771 3.947 -6.183
C -2.348 2.613 -6.645
C -2.445 1.493 -5.696
O -2.703 0.329 -6.060
C -2.096 1.728 -4.347
C -1.485 3.015 -3.845
C -1.386 4.160 -4.778
O -1.047 5.228 -4.425
O -0.987 3.258 -2.662
O -2.710 2.405 -7.933
H -1.788 4.596 -6.924
H -2.112 0.986 -3.681
H -1.114 2.359 -2.102
H -3.336 1.444 -7.960
C -2.964 2.391 4.624
C -1.746 1.520 4.154
C -0.635 1.191 5.092
O 0.314 0.607 4.624
C -0.740 1.810 6.454
C -1.970 2.588 6.953
C -3.028 2.941 5.965
O -3.965 3.746 6.214
O -2.307 2.627 8.219
O -1.712 1.089 2.862
H -3.625 2.712 3.965
H 0.139 1.406 7.134
H -1.622 2.375 8.498
H -1.079 0.289 2.815
C 2.219 -4.353 -1.886
C 2.119 -2.864 -2.184
C 3.301 -2.116 -2.301
O 3.232 -0.962 -2.702
C 4.525 -2.693 -1.874
C 4.505 -4.194 -1.330
C 3.445 -5.035 -1.606
O 3.537 -6.258 -1.372
O 5.521 -4.647 -0.611
O 0.874 -2.375 -2.443
H 1.487 -4.973 -2.012
H 5.432 -2.203 -1.648
H 6.360 -4.235 -0.690
H 1.005 -1.528 -2.110
C -3.638 -5.896 0.978
C -2.900 -6.274 -0.260
C -1.905 -5.290 -0.869
O -1.295 -5.612 -1.809
C -1.709 -4.027 -0.251
C -2.597 -3.491 0.918
C -3.536 -4.550 1.527
O -4.037 -4.342 2.625
O -2.484 -2.275 1.397
O -3.004 -7.527 -0.780
H -4.157 -6.635 1.537
H -1.017 -3.412 -0.608
H -1.825 -1.712 0.905
H -2.088 -7.582 -1.139
C 1.072 4.741 4.992
C 0.558 4.250 3.639
C -0.437 4.915 2.959
O -0.880 4.489 1.760
C -1.028 6.031 3.497
C -0.583 6.650 4.804
C 0.551 6.023 5.506
O 1.128 6.381 6.568
O -1.189 7.712 5.433
O 1.228 3.134 3.152
H 1.834 4.149 5.319
H -1.878 6.774 3.021
H -1.842 7.897 4.708
H 0.690 3.163 2.347
C -4.260 -1.277 -2.046
C -5.333 -0.480 -1.287
O -6.105 0.213 -1.906
C -5.395 -0.706 0.167
H -4.501 -2.467 -2.278
H -3.196 -1.347 -1.409
H -3.923 -0.760 -3.008
H -4.753 -0.323 0.841
H -5.469 -1.629 0.303
H -6.429 -0.397 0.549
C 5.178 1.713 -0.019
C 4.689 1.065 1.191
O 5.468 0.933 2.172
C 3.450 0.308 1.177
H 6.111 2.327 -0.054
H 4.598 2.589 -0.424
H 5.373 0.969 -0.714
H 2.493 0.937 1.595
H 3.477 -0.488 1.957
H 3.264 -0.088 0.215

Values from the calculation:
HOMO level   -6.94 eV
ΔE to the lowest compared entry with this formula, charge and spin   2.563 eV
Net charge   -1



3.
Density functional theory data (the ωB97M-V functional and the def2-TZVPD basis) for C48H40BaIN9O13S2 as an isolated structure in a non-equilibrium geometry.

Atoms and positions in Å:
Ba -18.340 10.649 6.949
O -18.615 7.922 2.280
C -17.460 7.468 1.772
C -17.295 7.366 0.383
C -16.001 7.212 -0.111
C -14.906 7.308 0.712
C -15.085 7.253 2.113
C -16.364 7.149 2.646
C -16.689 7.005 4.092
O -17.794 7.324 4.593
N -15.659 6.455 4.852
N -15.660 6.989 5.995
C -14.884 7.250 6.975
C -15.337 8.200 8.086
C -14.336 8.539 9.259
C -14.728 8.097 10.556
C -16.047 7.909 10.863
C -17.045 7.751 9.911
C -16.781 7.927 8.502
O -17.700 8.046 7.681
H -18.497 7.768 3.291
H -18.170 7.404 -0.290
H -15.949 7.024 -1.193
H -13.934 7.307 0.298
H -14.169 7.282 2.715
H -13.887 6.800 7.072
H -13.344 8.194 8.933
H -13.915 8.042 11.327
H -16.340 7.806 11.913
H -18.081 7.579 10.245
O -20.628 12.094 6.458
C -21.166 13.001 7.195
C -21.279 14.353 6.770
C -22.173 15.257 7.296
C -22.981 14.866 8.388
C -22.820 13.586 8.927
C -21.838 12.694 8.483
C -21.264 11.714 9.405
N -20.167 10.957 9.163
C -19.928 10.262 10.357
C -20.840 10.605 11.317
N -21.660 11.574 10.707
H -20.698 14.603 5.879
H -22.343 16.232 6.715
H -23.623 15.574 8.873
H -23.428 13.240 9.738
H -19.043 9.641 10.441
H -20.988 10.273 12.299
H -22.439 12.092 11.096
O -16.891 12.928 6.290
S -15.523 13.519 6.596
C -14.642 13.741 4.904
C -14.587 12.494 4.057
C -15.594 12.507 2.922
C -17.064 12.877 3.208
S -18.047 11.378 3.092
O -18.425 10.940 4.465
C -19.536 12.055 2.372
C -20.668 12.285 3.139
C -21.588 13.194 2.711
C -21.610 13.639 1.403
C -20.577 13.286 0.550
C -19.502 12.530 1.056
C -15.804 15.241 6.869
C -16.917 15.974 6.421
C -17.040 17.304 6.844
C -16.094 17.912 7.689
C -14.914 17.210 7.931
C -14.700 15.957 7.393
H -13.608 14.089 5.161
H -15.090 14.535 4.381
H -14.658 11.597 4.718
H -13.609 12.512 3.570
H -15.557 11.545 2.373
H -15.237 13.277 2.235
H -17.452 13.578 2.443
H -17.237 13.347 4.236
H -20.776 11.821 4.101
H -22.310 13.550 3.441
H -22.430 14.307 1.067
H -20.616 13.588 -0.494
H -18.663 12.247 0.422
H -17.667 15.448 5.824
H -17.968 17.787 6.585
H -16.282 18.879 8.199
H -14.083 17.600 8.571
H -13.762 15.475 7.514
I -25.160 7.763 6.240
C -23.109 7.903 6.444
C -22.077 7.092 5.924
N -20.886 7.654 6.244
N -21.025 8.782 7.015
C -22.360 8.929 7.176
H -22.172 6.126 5.397
H -19.972 7.401 5.857
H -22.743 9.781 7.691
O -11.726 14.171 9.514
N -12.688 13.721 10.179
O -13.204 14.279 11.116
C -13.294 12.500 9.785
C -14.559 12.145 10.219
C -15.125 11.001 9.761
C -14.383 10.042 8.826
O -15.186 9.630 7.586
C -13.044 10.624 8.379
C -12.596 11.853 8.817
N -12.288 9.965 7.383
O -12.239 8.720 7.352
O -11.662 10.666 6.576
N -16.524 10.986 10.181
O -16.753 10.490 11.296
O -17.334 11.591 9.445
H -15.122 12.792 10.894
H -11.697 12.296 8.361

Values from the calculation:
HOMO level   -0.97 eV
ΔE to the lowest compared entry with this formula, charge and spin   0.000 eV
Net charge   -2



4.
Density functional theory data (the ωB97M-V functional and the def2-TZVPD basis) for C48H40Cl2N5S2Ti as an isolated structure in a non-equilibrium geometry.

Atoms and positions in Å:
Ti -0.745 0.127 -0.871
S -0.973 0.143 1.572
C -1.387 -1.404 2.252
C -2.537 -1.445 3.056
C -2.930 -2.587 3.728
C -4.106 -2.551 4.565
N -5.040 -2.521 5.234
C -2.177 -3.760 3.604
C -1.044 -3.735 2.803
C -0.638 -2.580 2.136
S 0.811 -2.745 1.138
C -2.525 -4.963 4.315
N -2.784 -5.927 4.885
H -3.136 -0.549 3.137
H -0.448 -4.632 2.705
C 2.793 1.272 -2.503
C 2.837 1.762 -1.080
C 4.067 1.936 -0.451
C 4.151 2.516 0.802
C 2.986 2.939 1.425
C 1.739 2.746 0.843
C 0.512 3.202 1.587
C 1.655 2.120 -0.417
N 0.413 1.824 -1.023
C -0.462 2.877 -1.386
C 0.036 4.290 -1.563
C -1.734 2.575 -1.708
C -2.740 3.621 -2.101
N -2.130 1.207 -1.576
C -3.248 0.699 -2.302
C -3.343 0.819 -3.695
C -2.337 1.566 -4.540
C -4.401 0.202 -4.361
C -5.369 -0.508 -3.677
C -5.291 -0.584 -2.294
C -4.253 0.016 -1.595
C -4.228 -0.087 -0.094
H 3.706 1.558 -3.027
H 1.941 1.707 -3.025
H 2.701 0.184 -2.567
H 4.969 1.636 -0.972
H 5.111 2.650 1.287
H 3.040 3.421 2.396
H 0.738 3.320 2.648
H -0.312 2.494 1.486
H 0.153 4.164 1.218
H 1.075 4.393 -1.253
H -0.561 5.010 -0.999
H -0.027 4.582 -2.616
H -2.873 4.366 -1.312
H -3.712 3.168 -2.294
H -2.441 4.159 -3.006
H -1.491 1.930 -3.966
H -2.815 2.423 -5.023
H -1.956 0.914 -5.329
H -4.446 0.279 -5.443
H -6.175 -0.995 -4.212
H -6.050 -1.122 -1.737
H -5.226 -0.324 0.279
H -3.882 0.839 0.366
H -3.546 -0.878 0.227
C 3.925 1.320 5.875
C 4.396 0.035 5.648
C 3.733 -0.805 4.762
C 2.608 -0.367 4.068
C 2.128 0.918 4.326
C 2.781 1.755 5.218
C 1.792 -1.244 3.191
C 2.047 -1.767 1.993
C 3.302 -1.668 1.188
C 3.269 -1.713 -0.211
C 4.442 -1.734 -0.953
C 5.674 -1.691 -0.323
C 5.722 -1.602 1.059
C 4.553 -1.592 1.802
H 4.432 1.971 6.577
H 5.274 -0.322 6.171
H 4.071 -1.827 4.642
H 1.237 1.254 3.806
H 2.393 2.749 5.402
H 0.794 -1.404 3.584
H 2.319 -1.737 -0.730
H 4.384 -1.777 -2.032
H 6.589 -1.723 -0.902
H 6.676 -1.553 1.569
H 4.618 -1.529 2.876
Cl 0.129 -0.399 -3.464
C -1.020 -1.701 -3.673
C -1.272 -2.240 -4.914
C -2.221 -3.251 -5.015
C -2.878 -3.686 -3.870
C -2.589 -3.128 -2.638
Cl -3.424 -3.701 -1.221
C -1.648 -2.096 -2.477
N -1.337 -1.471 -1.320
H -0.747 -1.872 -5.786
H -2.448 -3.693 -5.975
H -3.624 -4.467 -3.927

Values from the calculation:
HOMO level   -4.05 eV
ΔE to the lowest compared entry with this formula, charge and spin   0.000 eV
Net charge   -1



Taking the records one at a time from the top gives LUMO level values of -0.84; -1.08; 3.07; 1.88 eV.